A cluster of 2 separate species, C4H12NOS in total in a non-equilibrium geometry, computed with ωB97M-V/def2-TZVPD.

Results
Energy relative to the best compared isomer or geometry (same formula, charge and spin) = 104.4 kJ/mol
Kohn-Sham gap = 6.2205 eV
HOMO energy = -2.63 eV

```
! RIJCOSX wB97M-V def2-TZVPD def2/J DEFGRID3
* xyz -1 1
C 0.413 1.793 -0.773
N 0.369 1.480 0.664
C 0.686 0.056 0.964
C -0.417 -0.549 1.848
S -0.284 -2.318 2.284
C -0.774 1.195 -1.551
H 0.350 2.956 -0.881
H 1.360 1.601 -1.294
H 1.131 2.090 0.922
H 1.598 0.032 1.584
H 0.807 -0.465 0.006
H -1.319 -0.334 1.252
H -0.579 0.052 2.760
H -1.153 0.440 -0.847
H -1.625 1.886 -1.689
H -0.533 0.657 -2.467
H -0.049 -3.338 -0.200
H -0.382 -3.540 -1.566
O 0.400 -3.697 -1.016
*
```

The ion C4H12NOS with charge +1 in a non-equilibrium geometry, computed with ωB97M-V/def2-TZVPD.

Results
Energy relative to the best compared isomer or geometry (same formula, charge and spin) = 141.9 kJ/mol
Kohn-Sham gap = 8.9995 eV
HOMO energy = -12.64 eV

```
! RIJCOSX wB97M-V def2-TZVPD def2/J DEFGRID3
* xyz 1 1
N -0.513 -1.320 -1.387
C -0.336 -0.182 -0.404
C -1.234 -0.390 0.763
O -2.647 -0.505 0.394
C 1.182 -0.054 0.071
C 1.573 1.128 0.880
S 1.079 2.649 -0.039
H -1.590 -1.300 -1.587
H -0.283 -2.281 -1.144
H -0.221 -1.209 -2.427
H -0.629 0.647 -1.002
H -1.274 0.580 1.188
H -0.906 -1.142 1.440
H -3.231 -0.401 1.173
H 1.214 -0.984 0.854
H 1.777 -0.301 -0.837
H 1.174 1.175 1.882
H 2.682 1.214 1.082
H 2.183 2.676 -0.901
*
```

A cluster of 2 separate species, C4H12NOS2 in total in a non-equilibrium geometry, computed with ωB97M-V/def2-TZVPD.

Results
Energy relative to the best compared isomer or geometry (same formula, charge and spin) = 161.7 kJ/mol
Kohn-Sham gap = 9.1002 eV
HOMO energy = -13.26 eV

```
! RIJCOSX wB97M-V def2-TZVPD def2/J DEFGRID3
* xyz 1 1
C 0.497 2.184 -0.992
C -1.081 -1.128 1.431
C -0.331 1.340 -0.062
C -0.577 -1.146 0.027
N -0.367 -0.059 -0.705
O 2.086 -1.793 -0.144
S -2.054 1.830 0.155
S -0.867 -2.470 -0.999
H 0.026 2.289 -1.931
H 1.545 1.831 -1.016
H 0.661 3.257 -0.596
H -1.894 -1.950 1.684
H -1.485 -0.167 1.632
H -0.271 -1.496 1.962
H 0.123 1.117 0.933
H 2.302 -2.727 -0.221
H 0.042 -0.259 -1.649
H 2.806 -1.164 -0.341
H -2.610 2.456 -0.849
H -0.850 -3.506 -0.210
*
```

A structure of composition C4H12NS in a non-equilibrium geometry, computed with ωB97M-V/def2-TZVPD.

Results
Energy relative to the best compared isomer or geometry (same formula, charge and spin) = 432.8 kJ/mol
Kohn-Sham gap = 7.9585 eV
HOMO energy = -13.13 eV

```
! RIJCOSX wB97M-V def2-TZVPD def2/J DEFGRID3
* xyz 1 1
C 1.326 0.351 0.441
C 0.498 0.159 -0.845
C -0.553 -0.941 -0.693
S -1.680 -0.658 0.704
C -2.590 0.809 0.136
N 2.211 -0.723 0.952
H 0.788 0.952 1.233
H 1.972 1.197 0.190
H 0.010 1.113 -1.186
H 1.220 -0.109 -1.652
H -1.146 -1.166 -1.617
H -0.025 -1.908 -0.461
H -1.998 1.763 0.239
H -2.936 0.729 -0.876
H -3.454 0.931 0.842
H 2.528 -1.455 0.283
H 0.768 -0.746 1.029
H 3.061 -0.298 1.283
*
```

> What is the HOMO energy in the first record?

-2.63 eV

> Among the records above, which one has the highest HOMO energy?

number 1

> Which of these has the lowest HOMO energy?

C4H12NOS2

> Which of these has the highest HOMO energy?

number 1